A 11-piece molecular cluster, C81H178N10O11 overall, computed with ωB97M-V with the def2-TZVPD basis set.

Results
HOMO = -7.68 eV
spin multiplicity = 1
E = -124291.7566 eV
ΔE to the lowest compared entry with this formula, charge and spin = 115.55 kcal per mole
structure (SMILES) = CC1(C)CCCC(C)(C)N1O.CC1(C)CCCC(C)(C)N1O.CC1(C)CCCC(C)(C)N1O.CC1(C)CCCC(C)(C)N1O.CC1(C)CCCC(C)(C)N1O.CC1(C)CCCC(C)(C)N1O.CC1(C)CCCC(C)(C)N1O.CC1(C)CCCC(C)(C)N1O.COC[C@H](C)N.COC[C@H](C)N.CO

Each line ends with the Löwdin charge.
Atoms and positions in Å:
C (11.8139, -31.3997, 14.4329)  -0.035
C (10.4649, -32.1213, 14.4672)  -0.466
C (10.2408, -32.5670, 13.0328)  -0.142
C (9.0948, -33.5505, 12.8551)  -0.193
C (9.1842, -34.6720, 13.8434)  -0.143
C (9.4914, -34.2648, 15.2963)  -0.495
N (10.5412, -33.2882, 15.3837)  -0.121
O (10.9194, -32.9663, 16.6731)  0.007
C (8.2292, -33.8029, 16.0627)  -0.035
C (9.8895, -35.6242, 15.9105)  -0.045
C (9.4383, -31.0393, 14.8580)  -0.034
H (12.6795, -31.9680, 14.0924)  0.090
H (12.1511, -30.9937, 15.3866)  0.056
H (11.6721, -30.5040, 13.8281)  0.068
H (10.0079, -31.7029, 12.4105)  0.104
H (11.1282, -33.0779, 12.6591)  0.125
H (9.1089, -33.8725, 11.8138)  0.115
H (8.1565, -33.0008, 12.9301)  0.108
H (9.9328, -35.3380, 13.4141)  0.126
H (8.1836, -35.1042, 13.8370)  0.121
H (8.3148, -33.7224, 17.1464)  0.077
H (7.7173, -32.8876, 15.7655)  0.065
H (7.4132, -34.5016, 15.8786)  0.081
H (9.2519, -36.4315, 15.5504)  0.085
H (10.8885, -35.9095, 15.5807)  0.083
H (9.9656, -35.6596, 16.9973)  0.079
H (9.1388, -31.0439, 15.9060)  0.061
H (8.4493, -31.1142, 14.4059)  0.079
H (9.7683, -30.0092, 14.7238)  0.067
H (11.7046, -33.5122, 16.7560)  0.112
C (0.1398, -28.2867, 16.7122)  -0.050
C (1.4043, -27.4690, 16.4800)  -0.455
C (2.2512, -28.4377, 15.6344)  -0.165
C (3.4851, -27.8283, 15.0733)  -0.199
C (3.1140, -26.5797, 14.2581)  -0.100
C (2.2729, -25.4937, 15.1173)  -0.445
N (1.1563, -26.2437, 15.6775)  -0.117
O (0.1138, -25.4793, 16.2031)  -0.005
C (3.1437, -24.7523, 16.0805)  -0.038
C (1.7490, -24.4821, 14.0161)  -0.025
C (2.1294, -27.1745, 17.8517)  -0.013
H (-0.5225, -28.3535, 15.8491)  0.088
H (-0.6013, -27.8512, 17.3826)  0.078
H (0.4208, -29.2399, 17.1599)  0.080
H (2.5056, -29.2884, 16.2666)  0.102
H (1.6390, -28.8863, 14.8519)  0.123
H (4.0753, -28.4975, 14.4473)  0.117
H (4.1768, -27.6601, 15.8987)  0.080
H (2.5229, -26.9321, 13.4128)  0.112
H (3.9914, -26.2166, 13.7229)  0.089
H (3.8835, -24.0750, 15.6540)  0.073
H (2.4922, -24.1937, 16.7526)  0.091
H (3.8238, -25.3401, 16.6970)  0.057
H (2.5731, -23.9292, 13.5652)  0.046
H (1.1540, -24.9380, 13.2248)  0.081
H (0.9910, -23.8056, 14.4108)  0.074
H (1.9146, -27.9421, 18.5951)  0.062
H (1.7339, -26.2425, 18.2554)  0.074
H (3.2109, -27.0559, 17.7861)  0.055
H (-0.5145, -25.4587, 15.4776)  0.104
C (7.8075, -24.9798, 19.3471)  -0.013
C (7.6911, -24.9490, 17.7958)  -0.443
C (9.0930, -24.5224, 17.3100)  -0.140
C (9.4230, -24.8163, 15.8593)  -0.177
C (9.0802, -26.2550, 15.4366)  -0.096
C (7.6250, -26.6855, 15.8559)  -0.470
N (7.2538, -26.2532, 17.2214)  -0.081
O (6.0088, -26.7059, 17.7336)  -0.012
C (6.6250, -26.0814, 14.8425)  -0.027
C (7.5483, -28.1645, 15.7836)  -0.044
C (6.7414, -23.8088, 17.3866)  -0.018
H (6.8762, -24.8912, 19.9065)  0.073
H (8.5197, -24.2582, 19.7473)  0.077
H (8.3198, -25.8970, 19.6377)  0.055
H (9.2518, -23.4462, 17.3789)  0.097
H (9.8986, -25.0131, 17.8560)  0.108
H (10.4871, -24.6840, 15.6635)  0.095
H (8.8437, -24.1843, 15.1861)  0.095
H (9.8581, -26.9876, 15.6518)  0.111
H (9.0107, -26.2240, 14.3492)  0.090
H (6.5361, -26.6549, 13.9198)  0.077
H (5.5886, -26.0842, 15.1802)  0.051
H (6.8675, -25.0580, 14.5563)  0.067
H (6.5705, -28.5578, 16.0617)  0.075
H (7.7768, -28.4949, 14.7704)  0.081
H (8.2747, -28.6835, 16.4090)  0.072
H (5.8007, -23.8782, 17.9328)  0.073
H (6.4955, -23.8293, 16.3249)  0.065
H (7.0857, -22.7834, 17.5211)  0.072
H (6.2420, -27.5014, 18.2178)  0.086
C (6.9414, -18.9160, 20.2485)  -0.037
C (8.3768, -19.5303, 20.2898)  -0.417
C (8.5428, -20.4086, 19.0309)  -0.147
C (9.9209, -20.7579, 18.5652)  -0.225
C (10.8585, -19.6249, 18.6546)  -0.164
C (10.9105, -18.7755, 19.9174)  -0.464
N (9.5004, -18.5125, 20.2794)  -0.174
O (9.2310, -17.5202, 21.0809)  0.010
C (11.6903, -19.5694, 21.0570)  -0.016
C (11.7153, -17.4768, 19.6476)  -0.027
C (8.3796, -20.4146, 21.6145)  -0.024
H (6.7706, -18.3911, 21.1883)  0.073
H (6.1978, -19.7130, 20.2577)  0.082
H (6.7413, -18.2339, 19.4222)  0.084
H (8.0835, -21.3853, 19.1829)  0.101
H (8.0196, -19.9252, 18.2059)  0.121
H (9.9069, -21.1158, 17.5357)  0.109
H (10.2191, -21.6141, 19.1703)  0.102
H (10.7387, -18.9496, 17.8074)  0.127
H (11.8690, -20.0113, 18.5216)  0.114
H (12.7689, -19.4700, 20.9350)  0.079
H (11.5513, -19.0633, 22.0123)  0.069
H (11.3196, -20.5846, 21.1982)  0.064
H (11.7682, -17.0467, 20.6478)  0.073
H (12.7467, -17.6255, 19.3278)  0.086
H (11.2276, -16.7333, 19.0172)  0.088
H (8.3572, -19.8023, 22.5160)  0.076
H (9.2906, -21.0092, 21.6825)  0.055
H (7.6042, -21.1801, 21.6435)  0.077
H (9.6257, -17.8622, 21.8864)  0.096
C (12.2752, -29.6317, 22.8359)  -0.042
C (11.3669, -29.2405, 21.6269)  -0.470
C (11.3776, -27.6333, 21.5912)  -0.127
C (10.7296, -27.0854, 20.3317)  -0.190
C (11.3683, -27.7866, 19.0867)  -0.102
C (11.4855, -29.3697, 19.0922)  -0.467
N (12.0115, -29.7898, 20.4305)  -0.117
O (12.4196, -31.1426, 20.4880)  -0.009
C (10.0899, -29.8687, 18.7878)  -0.042
C (12.4250, -29.7822, 17.9579)  -0.034
C (9.9401, -29.7698, 21.8756)  -0.037
H (13.2623, -29.2763, 22.5402)  0.084
H (12.0924, -30.6752, 23.0924)  0.079
H (12.0337, -29.0922, 23.7517)  0.076
H (10.8732, -27.2944, 22.4961)  0.114
H (12.3680, -27.1932, 21.7071)  0.112
H (10.8055, -25.9993, 20.3829)  0.105
H (9.6598, -27.2884, 20.3804)  0.077
H (12.3538, -27.3243, 19.0314)  0.109
H (10.8473, -27.4266, 18.1995)  0.097
H (9.9545, -29.9082, 17.7069)  0.057
H (9.9665, -30.9263, 19.0213)  0.088
H (9.2208, -29.4161, 19.2651)  0.070
H (12.0953, -29.2670, 17.0557)  0.081
H (13.4192, -29.4283, 18.2307)  0.086
H (12.4749, -30.8623, 17.8198)  0.073
H (9.8654, -30.8352, 21.6578)  0.087
H (9.1759, -29.2405, 21.3065)  0.054
H (9.6032, -29.5543, 22.8896)  0.085
H (13.3657, -31.0869, 20.3349)  0.101
C (5.8559, -32.4080, 18.7289)  -0.037
C (4.7641, -31.4163, 19.2138)  -0.478
C (3.3880, -32.2250, 19.0664)  -0.138
C (2.2395, -31.5147, 19.6960)  -0.214
C (2.5658, -31.1472, 21.1505)  -0.101
C (3.9654, -30.3893, 21.4399)  -0.405
N (5.0386, -31.0508, 20.6095)  -0.113
O (6.3550, -30.5324, 20.7674)  -0.025
C (3.9531, -28.8634, 21.1558)  -0.034
C (4.2941, -30.6229, 22.9700)  -0.039
C (4.6938, -30.2246, 18.2708)  -0.031
H (6.8029, -31.8911, 18.5733)  0.067
H (5.7007, -32.7421, 17.7030)  0.080
H (5.8841, -33.2251, 19.4497)  0.091
H (3.0164, -32.2277, 18.0417)  0.116
H (3.5096, -33.2126, 19.5113)  0.120
H (1.3806, -32.1705, 19.5534)  0.115
H (1.9939, -30.6047, 19.1485)  0.094
H (2.3813, -32.0573, 21.7213)  0.112
H (1.8281, -30.4198, 21.4895)  0.110
H (3.2851, -28.5305, 20.3614)  0.047
H (3.7627, -28.2548, 22.0398)  0.077
H (4.9239, -28.4950, 20.8241)  0.076
H (5.0513, -29.9577, 23.3851)  0.074
H (3.4102, -30.6262, 23.6079)  0.075
H (4.7193, -31.6229, 23.0543)  0.075
H (4.0728, -29.3766, 18.5594)  0.057
H (4.2898, -30.5477, 17.3114)  0.082
H (5.7226, -29.8987, 18.1175)  0.072
H (6.9152, -31.2637, 21.0374)  0.095
C (10.7163, -28.8285, 11.4601)  -0.032
C (9.7598, -28.0514, 10.5269)  -0.438
C (10.4987, -26.8171, 9.8549)  -0.137
C (11.4100, -27.1985, 8.7433)  -0.203
C (10.7244, -28.0700, 7.7082)  -0.153
C (10.0594, -29.3129, 8.3130)  -0.469
N (9.2269, -28.9422, 9.4611)  -0.146
O (8.4446, -29.9713, 9.8680)  0.006
C (9.2373, -29.8472, 7.0693)  -0.025
C (11.1779, -30.3014, 8.7128)  -0.025
C (8.6267, -27.4624, 11.3981)  -0.032
H (11.7495, -28.7824, 11.1157)  0.067
H (10.4633, -29.8886, 11.4763)  0.060
H (10.8104, -28.4823, 12.4894)  0.074
H (9.7806, -26.0497, 9.5659)  0.116
H (11.0392, -26.3393, 10.6720)  0.107
H (12.3177, -27.6068, 9.1877)  0.109
H (11.8245, -26.2641, 8.3649)  0.094
H (11.4089, -28.1524, 6.8640)  0.121
H (10.0200, -27.4139, 7.1968)  0.120
H (9.7616, -29.7753, 6.1164)  0.077
H (9.0265, -30.8994, 7.2605)  0.074
H (8.3550, -29.2321, 6.8925)  0.081
H (11.9244, -29.8633, 9.3754)  0.062
H (10.7578, -31.2540, 9.0356)  0.084
H (11.8069, -30.5137, 7.8484)  0.083
H (7.9593, -26.9121, 10.7349)  0.075
H (9.0227, -26.8227, 12.1868)  0.064
H (7.9645, -28.2172, 11.8221)  0.076
H (7.5754, -29.5883, 9.7289)  0.112
C (5.2381, -22.7426, 12.9558)  -0.024
C (5.1481, -23.1130, 11.4508)  -0.493
C (3.6246, -23.4397, 11.1536)  -0.137
C (3.2441, -23.5234, 9.6723)  -0.152
C (3.7749, -22.1872, 9.0149)  -0.137
C (5.2477, -21.8383, 9.2114)  -0.470
N (5.5526, -21.9230, 10.7004)  -0.108
O (6.7711, -21.3367, 11.0809)  -0.019
C (6.1369, -22.8130, 8.3658)  -0.023
C (5.4433, -20.4236, 8.7177)  -0.054
C (5.9715, -24.3471, 11.1698)  -0.035
H (4.8842, -23.5898, 13.5433)  0.055
H (4.6413, -21.8543, 13.1630)  0.092
H (6.2664, -22.4549, 13.1746)  0.073
H (3.4694, -24.3962, 11.6528)  0.101
H (3.0843, -22.5824, 11.5551)  0.117
H (2.1707, -23.6334, 9.5178)  0.108
H (3.7870, -24.3709, 9.2538)  0.087
H (3.1201, -21.4354, 9.4555)  0.113
H (3.4976, -22.1079, 7.9637)  0.116
H (6.2545, -22.5583, 7.3126)  0.076
H (7.1774, -22.8775, 8.6843)  0.068
H (5.7138, -23.8120, 8.2607)  0.065
H (6.4970, -20.1529, 8.7861)  0.077
H (5.2330, -20.2590, 7.6609)  0.085
H (4.9105, -19.6515, 9.2728)  0.090
H (7.0167, -24.1166, 10.9638)  0.072
H (5.7089, -24.8605, 10.2448)  0.069
H (5.9356, -25.0752, 11.9801)  0.069
H (7.4416, -21.9398, 10.7518)  0.031
C (1.5985, -23.0729, 24.3626)  -0.088
C (2.7595, -23.7886, 23.8176)  -0.448
C (2.5510, -24.1695, 22.3751)  -0.198
O (3.7065, -24.2683, 21.5292)  -0.219
C (3.3718, -24.7977, 20.2633)  -0.103
N (3.8083, -22.7698, 23.7884)  0.045
H (1.3865, -22.1621, 23.8026)  0.086
H (1.6305, -22.8381, 25.4266)  0.087
H (0.6893, -23.6740, 24.3509)  0.082
H (3.1076, -24.6721, 24.3527)  0.146
H (2.0390, -23.3539, 21.8645)  0.127
H (1.9929, -25.0765, 22.1428)  0.119
H (4.3106, -25.1419, 19.8293)  0.081
H (2.8001, -24.1089, 19.6415)  0.092
H (2.7335, -25.6649, 20.4330)  0.066
H (3.3384, -22.0069, 23.3224)  0.062
H (4.3684, -23.1263, 23.0273)  0.051
C (10.1313, -23.4430, 12.5314)  -0.058
C (10.6153, -22.3642, 11.6029)  -0.423
C (12.0147, -22.6310, 11.0896)  -0.190
O (12.0271, -23.6676, 10.0900)  -0.227
C (13.3091, -23.8631, 9.4244)  -0.067
N (9.6790, -22.2762, 10.4959)  0.069
H (10.2838, -24.4467, 12.1347)  0.068
H (9.0822, -23.3060, 12.7940)  0.075
H (10.7179, -23.5462, 13.4443)  0.071
H (10.6738, -21.4585, 12.2065)  0.145
H (12.8071, -22.8186, 11.8142)  0.128
H (12.4078, -21.7652, 10.5567)  0.115
H (13.2189, -24.4399, 8.5039)  0.075
H (14.0520, -24.3438, 10.0608)  0.088
H (13.6760, -22.8848, 9.1137)  0.081
H (10.0673, -23.0443, 9.9673)  0.063
H (9.9946, -21.5652, 9.8516)  0.089
C (12.5072, -22.6905, 17.2704)  -0.198
O (13.7550, -22.7225, 17.8578)  -0.093
H (12.4634, -23.5013, 16.5432)  0.069
H (11.6482, -22.8373, 17.9251)  0.059
H (12.3975, -21.8176, 16.6269)  0.089
H (13.9108, -23.5947, 18.2273)  0.082